{
  "formula": "C46H71N16O7",
  "method": "wB97M-V/def2-TZVPD",
  "species": ["C", "C", "C", "O", "C", "C", "O", "C", "H", "C", "O", "C", "C", "N", "C", "N", "C", "N", "C", "N", "N", "C", "H", "C", "N", "C", "O", "C", "N", "C", "C", "N", "N", "C", "C", "H", "H", "C", "C", "H", "H", "H", "C", "H", "H", "H", "H", "H", "N", "H", "H", "H", "H", "H", "C", "C", "C", "C", "C", "C", "C", "H", "H", "O", "H", "H", "H", "H", "H", "C", "H", "H", "C", "H", "H", "H", "H", "H", "N", "C", "H", "H", "C", "N", "C", "O", "C", "N", "C", "C", "N", "N", "C", "N", "H", "H", "H", "C", "O", "H", "H", "H", "H", "H", "C", "C", "H", "H", "H", "H", "C", "C", "H", "H", "H", "H", "H", "C", "H", "C", "H", "H", "H", "H", "H", "H", "H", "H", "H", "H", "H", "H", "H", "H", "H", "H", "H", "H", "H", "H"],
  "positions_angstrom": [[-5.9613, -1.2774, -0.4793], [-5.2822, -2.2600, -0.3971], [-4.4147, -3.4274, -0.3958], [-3.4675, -3.3998, -1.4594], [-4.0503, -3.5106, -2.7436], [-2.9724, -3.2260, -3.7816], [-2.5972, -1.8716, -3.6350], [-1.7763, -1.3524, -4.6513], [-2.1578, -1.6353, -5.6411], [-0.3068, -1.7733, -4.5511], [0.2367, -1.2442, -3.3544], [1.6434, -1.3623, -3.2487], [2.4024, -0.4245, -4.2130], [3.6824, -0.0218, -3.6993], [3.7674, 0.7957, -2.6284], [2.6397, 1.3369, -2.1807], [2.7788, 2.1369, -1.1217], [3.9276, 2.3501, -0.4762], [4.9911, 1.7597, -1.0234], [4.9774, 1.0032, -2.1158], [6.2038, 1.9670, -0.4272], [7.2568, 1.0440, -0.7900], [7.3043, 0.9804, -1.8751], [6.9357, -0.3428, -0.1783], [5.9402, -0.1698, 0.8692], [4.6903, -0.6200, 0.6339], [4.4136, -1.3576, -0.2943], [3.6201, -0.2772, 1.6823], [2.3136, -0.4921, 1.1261], [1.7941, -1.6220, 0.6080], [0.4589, -1.3292, 0.4173], [0.2644, -0.0555, 0.8290], [1.3741, 0.4279, 1.2501], [-0.6832, -2.1739, -0.0437], [-0.2309, -3.4984, -0.6544], [0.6172, -3.3172, -1.3163], [-1.0515, -3.9009, -1.2498], [0.1519, -4.5456, 0.4032], [-1.0925, -5.1668, 1.0329], [-1.7034, -4.4169, 1.5272], [-1.6933, -5.6614, 0.2731], [-0.8060, -5.9097, 1.7728], [1.0173, -5.6323, -0.2320], [0.4764, -6.1266, -1.0359], [1.9336, -5.2122, -0.6414], [1.2879, -6.3831, 0.5056], [0.7283, -4.0538, 1.1917], [-1.3316, -2.3751, 0.8180], [-1.4999, -1.4073, -1.0187], [-2.2908, -2.0019, -1.3351], [-1.9032, -0.5235, -0.5620], [-0.9370, -1.1676, -1.8515], [2.3901, -2.4835, 0.4077], [3.6362, 0.7822, 1.9491], [3.8088, -1.1918, 2.9275], [2.4826, -1.4219, 3.5997], [1.8089, -0.3680, 4.2041], [0.5187, -0.5291, 4.6680], [-0.1289, -1.7512, 4.5232], [0.5604, -2.8290, 3.9770], [1.8521, -2.6574, 3.5202], [2.3748, -3.4965, 3.0843], [0.0657, -3.7839, 3.8990], [-1.4303, -1.9242, 4.8798], [-1.8514, -1.0483, 5.0006], [0.0024, 0.2976, 5.1324], [2.2892, 0.5945, 4.2982], [4.5158, -0.7237, 3.6132], [4.2283, -2.1475, 2.6074], [6.2973, 0.9103, 1.7645], [7.3273, 0.7279, 2.0826], [5.6698, 0.9218, 2.6517], [6.2014, 2.2546, 0.9878], [5.2743, 2.7813, 1.2115], [7.0522, 2.8973, 1.2256], [7.8284, -0.8054, 0.2497], [6.5042, -1.0040, -0.9292], [8.1962, 1.4431, -0.4034], [1.6677, 2.7466, -0.6765], [0.3788, 2.4397, -1.2393], [-0.1929, 1.8391, -0.5220], [0.5367, 1.8590, -2.1473], [-0.3704, 3.7398, -1.5448], [-0.4592, 4.5321, -0.3374], [-1.5382, 4.7652, 0.4307], [-1.4743, 5.3327, 1.5036], [-2.8927, 4.1946, -0.0624], [-2.8709, 2.8234, 0.3754], [-2.8250, 2.3856, 1.6517], [-2.6434, 1.0230, 1.5437], [-2.5910, 0.7335, 0.2253], [-2.7274, 1.8186, -0.4593], [-2.4410, -0.0179, 2.5987], [-2.5210, 0.4912, 3.9639], [-3.4577, 0.8302, 4.1622], [-1.8819, 1.2715, 4.0781], [-1.4193, -0.3973, 2.4535], [-3.4204, -1.2002, 2.4141], [-2.7823, -2.4504, 2.4589], [-2.3806, -2.5516, 3.3412], [-3.8975, -1.1365, 1.4335], [-4.2010, -1.1409, 3.1833], [-2.9015, 3.0513, 2.4842], [-2.9680, 4.1925, -1.1500], [-4.0682, 4.9894, 0.5267], [-4.1203, 6.3572, -0.1503], [-3.1994, 6.9020, 0.0407], [-4.9473, 6.9380, 0.2481], [-4.2496, 6.2639, -1.2257], [-3.8634, 5.1569, 1.5894], [-5.3977, 4.2305, 0.4070], [-5.7495, 3.7739, -1.0059], [-5.7539, 4.6113, -1.6975], [-6.7450, 3.3367, -1.0085], [-5.0513, 3.0218, -1.3679], [-5.3777, 3.3566, 1.0642], [-6.1867, 4.8887, 0.7741], [0.8583, 4.8704, 0.1771], [1.3896, 5.4542, -0.5798], [1.6375, 3.5878, 0.4917], [1.1486, 3.0469, 1.3124], [2.6640, 3.8228, 0.7698], [0.7299, 5.4706, 1.0781], [0.1913, 4.3182, -2.2859], [-1.3481, 3.4985, -1.9531], [4.5005, -0.5748, -3.8940], [1.7966, 0.4793, -4.3314], [2.5581, -0.8913, -5.1868], [1.9516, -2.4059, -3.3975], [1.8791, -1.0578, -2.2271], [-0.2072, -2.8682, -4.5524], [0.2194, -1.3779, -5.4257], [-1.8379, -0.2678, -4.5364], [-3.3753, -3.4107, -4.7859], [-2.1165, -3.8939, -3.6163], [-4.8589, -2.7776, -2.8518], [-4.4555, -4.5206, -2.8905], [-5.0287, -4.3368, -0.4593], [-3.8252, -3.4558, 0.5257], [-6.5807, -0.4308, -0.5084]],
  "forces_ev_per_angstrom": [[0.3, -0.5, 0.1], [-0.1, 0.3, -0.2], [0.2, -0.4, 0.2], [0.0, 0.0, 0.1], [0.0, 0.1, -0.6], [-0.3, -0.1, 0.3], [-0.2, -0.1, 0.2], [0.5, 0.0, -0.1], [0.0, 0.0, 0.0], [-0.5, 0.0, 0.0], [-0.3, 0.1, -0.1], [0.4, 0.1, 0.1], [-0.5, -0.1, 0.0], [0.2, -0.3, 0.0], [0.0, 0.3, 0.3], [-0.1, -0.2, -0.3], [0.2, -0.2, 0.0], [-0.1, 0.1, 0.2], [-0.3, 0.2, -0.5], [0.4, -0.1, -0.1], [0.1, 0.1, 0.0], [0.2, -0.1, -0.1], [0.2, 0.0, 0.1], [0.1, -0.3, -0.3], [0.3, -0.1, 0.0], [-0.3, -0.1, 0.3], [-0.1, -0.2, -0.1], [0.4, 0.0, 0.1], [-0.2, -0.5, -0.8], [-0.6, 0.1, -0.2], [0.6, -0.3, 0.1], [-0.4, -0.1, -0.1], [0.3, 1.0, 0.5], [0.2, -0.3, 0.1], [0.1, 0.0, 0.3], [0.0, 0.1, -0.1], [0.0, 0.0, -0.1], [-0.1, -0.1, -0.2], [0.2, 0.2, 0.1], [-0.2, 0.1, 0.1], [-0.1, -0.1, -0.1], [0.0, -0.1, 0.1], [0.0, 0.3, 0.2], [-0.1, -0.1, -0.1], [0.1, 0.0, -0.1], [0.0, -0.1, 0.0], [0.0, 0.0, 0.0], [0.0, 0.1, -0.1], [-0.1, 0.2, -0.1], [0.3, 0.3, 0.1], [0.1, -0.5, -0.3], [-0.1, -0.1, 0.1], [0.1, -0.2, 0.0], [0.0, -0.1, 0.0], [-0.2, 0.1, 0.1], [0.2, 0.0, 0.2], [0.0, -0.3, 0.0], [-0.2, 0.0, 0.1], [0.3, 0.0, -0.2], [-0.3, 0.1, 0.1], [0.0, 0.2, 0.1], [0.1, -0.1, -0.1], [-0.1, -0.2, 0.0], [0.0, -0.2, 0.3], [0.0, 0.1, -0.2], [0.0, 0.1, 0.1], [0.0, 0.2, 0.0], [0.1, 0.0, -0.1], [0.1, 0.0, 0.0], [0.0, 0.3, 0.1], [-0.1, 0.0, 0.1], [0.1, 0.0, 0.0], [0.0, 0.2, 0.2], [0.2, 0.0, 0.1], [-0.1, 0.0, 0.0], [0.0, 0.0, 0.0], [0.1, 0.1, 0.1], [0.0, 0.0, 0.0], [0.0, 0.1, -0.1], [-0.4, 0.1, -0.3], [0.0, 0.1, -0.1], [-0.2, 0.1, 0.1], [0.0, -0.5, -0.2], [0.3, 0.2, -0.1], [-0.3, 0.0, -0.4], [-0.1, 0.1, 0.4], [0.0, 0.9, 0.0], [-0.1, -0.7, 0.6], [0.1, -0.6, 0.0], [-0.1, 0.7, 0.4], [-0.3, 0.2, 0.4], [-0.1, 0.2, -1.1], [-0.1, -0.3, -0.2], [0.0, 0.2, 0.2], [0.0, 0.0, 0.0], [0.0, 0.0, 0.1], [-0.2, 0.0, 0.0], [0.0, 0.4, -0.1], [0.1, -0.5, 0.2], [0.0, 0.0, -0.1], [0.0, 0.0, 0.2], [0.0, 0.1, -0.1], [0.0, 0.2, 0.2], [0.0, -0.1, 0.1], [-0.1, -0.1, 0.0], [0.1, -0.2, 0.2], [0.1, 0.1, 0.0], [-0.1, 0.1, 0.0], [0.0, 0.0, -0.1], [0.0, -0.1, -0.1], [0.1, 0.0, -0.1], [0.0, 0.1, 0.2], [0.0, 0.1, -0.2], [-0.1, -0.1, -0.1], [0.0, -0.1, -0.1], [-0.1, 0.0, 0.0], [0.0, 0.0, 0.1], [0.3, 0.0, 0.4], [0.0, 0.0, 0.0], [0.0, 0.4, 0.1], [0.1, 0.1, 0.0], [-0.1, 0.0, 0.1], [0.1, -0.1, -0.1], [-0.1, 0.0, 0.0], [0.1, 0.1, 0.0], [0.0, 0.1, 0.0], [0.0, -0.2, -0.1], [0.0, 0.1, 0.0], [0.0, 0.0, 0.0], [0.1, -0.1, -0.1], [0.0, 0.1, 0.0], [0.0, 0.0, 0.0], [0.0, 0.0, -0.1], [0.0, 0.0, 0.1], [0.0, 0.0, 0.0], [0.1, -0.1, 0.0], [0.0, 0.1, 0.0], [0.2, 0.1, 0.1], [-0.1, -0.1, 0.0], [-0.3, 0.5, -0.1]],
  "lowdin_charge": [0.151, -0.106, -0.187, -0.189, -0.165, -0.171, -0.149, -0.167, 0.133, -0.170, -0.186, -0.186, -0.161, 0.075, -0.397, 0.192, -0.348, 0.194, -0.370, 0.199, -0.059, -0.117, 0.116, -0.093, -0.036, -0.415, 0.069, -0.156, -0.071, 0.011, -0.198, 0.089, 0.095, -0.226, -0.111, 0.111, 0.113, -0.413, -0.054, 0.052, 0.086, 0.084, -0.063, 0.085, 0.075, 0.081, 0.107, 0.127, 0.213, 0.111, 0.089, 0.123, 0.136, 0.145, -0.058, -0.240, -0.030, -0.015, -0.317, 0.002, -0.040, 0.118, 0.121, 0.015, 0.081, 0.111, 0.122, 0.121, 0.130, -0.094, 0.131, 0.108, -0.112, 0.103, 0.125, 0.128, 0.114, 0.125, -0.053, -0.128, 0.087, 0.113, -0.106, -0.028, -0.406, 0.074, -0.162, -0.072, 0.037, -0.208, 0.045, 0.094, -0.302, 0.058, 0.102, 0.090, 0.120, -0.185, -0.095, 0.072, 0.085, 0.135, 0.138, 0.144, -0.331, -0.038, 0.084, 0.090, 0.080, 0.136, -0.210, -0.090, 0.071, 0.074, 0.057, 0.100, 0.115, -0.093, 0.136, -0.119, 0.118, 0.115, 0.125, 0.137, 0.105, 0.146, 0.124, 0.122, 0.130, 0.103, 0.132, 0.129, 0.138, 0.137, 0.128, 0.131, 0.140, 0.142, 0.110, 0.030],
  "e_homo_ev": -10.467,
  "largest_force_ha_per_bohr": 0.0223,
  "de_lowest_kj_mol": 0.00,
  "charge": 1,
  "multiplicity": 1
}

=====

{
  "formula": "C2H7N3OS",
  "method": "wB97M-V/def2-TZVPD",
  "species": ["H", "N", "C", "N", "O", "N", "C", "S", "H", "H", "H", "H", "H", "H"],
  "positions_angstrom": [[-0.4650, 2.1190, -0.5820], [-1.2187, 1.4947, -0.2038], [-0.8068, 0.3027, -0.0977], [-1.8535, -0.6652, -0.2305], [-1.6166, -1.8190, 0.6758], [0.5400, -0.1114, 0.0401], [1.5108, 0.8450, 0.5270], [0.9322, -1.7710, -0.1890], [-2.7525, -0.0972, -0.2271], [-1.3679, -2.5685, -0.0448], [1.6422, 1.5444, -0.3375], [0.9965, 1.6721, 1.0372], [2.4869, 0.4287, 0.9343], [1.9723, -1.3741, -1.3020]],
  "forces_ev_per_angstrom": [[-0.9, -0.5, 0.9], [1.0, 1.7, -0.9], [0.0, -1.3, -0.3], [1.9, 0.1, 0.7], [-0.6, -0.8, -3.3], [-2.2, -1.4, 0.6], [0.1, 1.8, -1.6], [2.9, 2.1, -2.5], [1.1, -1.6, 0.8], [-1.0, 2.5, 2.5], [1.4, -0.9, -0.1], [0.1, -1.0, 1.5], [-1.7, 0.5, -0.4], [-2.1, -1.3, 2.1]],
  "lowdin_charge": [0.061, 0.105, -0.551, -0.024, -0.194, -0.526, -0.144, 0.771, 0.149, 0.105, 0.079, 0.077, 0.105, -0.010],
  "e_homo_ev": -8.841,
  "largest_force_ha_per_bohr": 0.0850,
  "de_lowest_kj_mol": 326.41,
  "smiles": "[H]/N=C(/NO)N(C)S",
  "multiplicity": 1
}

=====

{
  "formula": "C37H38Cl5N2P2PdSi2",
  "method": "wB97M-V/def2-TZVPD",
  "species": ["Pd", "C", "Si", "C", "C", "N", "P", "C", "P", "N", "Si", "C", "C", "C", "C", "C", "C", "C", "C", "C", "C", "C", "C", "C", "C", "C", "C", "C", "C", "C", "C", "C", "C", "C", "C", "C", "C", "C", "H", "H", "H", "H", "H", "H", "H", "H", "H", "H", "H", "H", "H", "H", "H", "H", "H", "H", "H", "H", "H", "H", "H", "H", "H", "H", "H", "H", "H", "H", "H", "H", "H", "H", "H", "H", "H", "H", "Cl", "C", "C", "C", "Cl", "C", "Cl", "C", "Cl", "C", "Cl"],
  "positions_angstrom": [[-0.3294, 0.2081, -0.5809], [3.7081, 0.0804, -1.5689], [2.8795, 1.7120, -1.1671], [4.1656, 2.7579, -0.2612], [2.4828, 2.5568, -2.7883], [1.4572, 1.6207, -0.2002], [1.1481, 1.2441, 1.3225], [-0.5029, 1.0473, 1.3528], [-1.6808, -0.1181, 1.5462], [-2.3439, -0.2499, 0.0814], [-3.2965, -1.3248, -0.8584], [-2.3907, -2.6507, -1.8344], [-4.2481, -0.2752, -2.0852], [-4.5355, -2.2370, 0.2343], [-1.1119, -1.7417, 2.1753], [-0.9134, -1.9304, 3.5434], [-0.4219, -3.1296, 4.0355], [-0.1302, -4.1702, 3.1633], [-0.3270, -3.9960, 1.8019], [-0.8067, -2.7893, 1.3153], [-2.8838, 0.3512, 2.8405], [-3.9173, -0.4733, 3.2752], [-4.8288, -0.0209, 4.2151], [-4.7142, 1.2634, 4.7338], [-3.6866, 2.0918, 4.3091], [-2.7802, 1.6376, 3.3588], [1.5481, 2.3580, 2.7062], [1.8510, 3.6948, 2.4818], [1.9948, 4.5758, 3.5472], [1.8237, 4.1226, 4.8451], [1.4962, 2.7913, 5.0779], [1.3555, 1.9159, 4.0133], [2.2273, -0.2131, 1.6827], [3.2625, -0.2241, 2.6187], [4.0933, -1.3287, 2.7554], [3.9060, -2.4461, 1.9557], [2.9004, -2.4386, 0.9999], [2.0836, -1.3293, 0.8619], [4.3687, 0.2241, -2.4296], [2.9901, -0.6969, -1.8333], [4.3079, -0.2919, -0.7355], [4.9276, 3.1073, -0.9647], [4.6704, 2.1687, 0.5094], [3.7347, 3.6352, 0.2215], [3.3851, 2.7020, -3.3874], [2.0164, 3.5301, -2.6209], [1.7866, 1.9567, -3.3788], [-1.3263, -2.4479, -1.9379], [-2.8051, -2.7066, -2.8449], [-2.5025, -3.6360, -1.3732], [-3.5688, 0.1200, -2.8460], [-4.7052, 0.5779, -1.5807], [-5.0298, -0.8451, -2.5942], [-4.0169, -2.8135, 1.0058], [-5.1119, -2.9409, -0.3734], [-5.2379, -1.5617, 0.7270], [-1.1415, -1.1257, 4.2340], [-0.2696, -3.2505, 5.1011], [0.2515, -5.1090, 3.5454], [-0.0950, -4.7958, 1.1089], [-0.9304, -2.6579, 0.2477], [-4.0058, -1.4814, 2.8891], [-5.6291, -0.6714, 4.5467], [-5.4287, 1.6162, 5.4678], [-3.5936, 3.0939, 4.7090], [-1.9801, 2.2780, 3.0028], [1.9517, 4.0490, 1.4632], [2.2295, 5.6159, 3.3579], [1.9311, 4.8083, 5.6769], [1.3450, 2.4341, 6.0891], [1.0781, 0.8833, 4.1987], [3.4388, 0.6411, 3.2444], [4.8912, -1.3098, 3.4881], [4.5514, -3.3091, 2.0665], [2.7595, -3.2900, 0.3449], [1.3506, -1.3028, 0.0549], [1.0076, -2.1556, -2.9858], [0.2687, -0.6857, -3.6080], [-0.2496, 0.2276, -2.7086], [-0.8091, 1.3731, -3.2841], [-1.4630, 2.6381, -2.2555], [-0.8514, 1.5915, -4.6593], [-1.5510, 3.0236, -5.3306], [-0.3060, 0.6390, -5.5215], [-0.3291, 0.8920, -7.2306], [0.2657, -0.5117, -4.9919], [0.9533, -1.6905, -6.0554]],
  "forces_ev_per_angstrom": [[0.2, 2.3, -0.6], [0.0, -0.1, 0.0], [-0.1, 0.2, 0.3], [0.1, -0.1, -0.1], [-0.1, 0.0, 0.0], [0.2, -0.2, -0.2], [0.3, -0.7, 0.4], [-0.3, -0.8, 0.1], [-0.3, -0.2, 0.2], [0.4, -0.8, -0.1], [-0.3, 0.3, 0.2], [0.0, -0.1, 0.0], [0.1, 0.0, 0.0], [0.0, 0.0, 0.0], [-0.1, -0.1, 0.2], [0.1, 0.1, 0.0], [0.0, 0.0, 0.0], [0.0, 0.0, 0.0], [0.0, 0.0, 0.0], [-0.1, 0.0, -0.1], [0.0, 0.3, -0.2], [0.0, -0.1, 0.0], [0.0, 0.0, 0.0], [0.0, 0.0, 0.0], [0.0, 0.0, 0.0], [0.0, 0.0, 0.1], [0.1, 0.4, -0.3], [0.0, 0.0, 0.0], [0.0, 0.0, 0.0], [0.0, 0.0, 0.1], [0.0, 0.0, 0.0], [-0.1, 0.0, 0.1], [0.1, 0.1, 0.1], [-0.1, 0.1, 0.0], [0.0, 0.0, 0.0], [0.0, 0.0, 0.0], [0.0, 0.0, 0.0], [0.0, -0.1, -0.1], [0.0, 0.0, 0.0], [0.0, 0.0, 0.0], [0.0, 0.0, 0.0], [0.0, 0.0, 0.0], [0.0, 0.0, 0.0], [0.0, 0.0, 0.0], [0.0, 0.0, 0.0], [0.0, 0.0, 0.0], [0.0, 0.0, 0.0], [0.0, 0.1, 0.0], [0.0, 0.0, 0.0], [0.0, 0.0, 0.0], [0.0, 0.0, 0.0], [0.0, 0.0, 0.0], [0.0, 0.0, 0.0], [0.0, 0.0, 0.0], [0.0, 0.0, 0.0], [0.0, 0.0, 0.0], [0.0, 0.0, 0.0], [0.0, 0.0, 0.0], [0.0, 0.0, 0.0], [0.0, 0.0, 0.0], [0.0, 0.0, 0.0], [0.0, 0.0, 0.0], [0.0, 0.0, 0.0], [0.0, 0.0, 0.0], [0.0, 0.0, 0.0], [0.0, 0.0, 0.0], [0.0, 0.0, 0.0], [0.0, 0.0, 0.0], [0.0, 0.0, 0.0], [0.0, 0.0, 0.0], [0.0, 0.0, 0.0], [0.0, 0.0, 0.0], [0.0, 0.0, 0.0], [0.0, 0.0, 0.0], [0.0, 0.0, 0.0], [0.0, -0.1, 0.1], [0.0, 0.1, 0.0], [0.2, -0.2, 0.0], [-0.5, -0.2, 0.3], [-0.1, 0.2, -0.1], [0.1, -0.4, -0.1], [0.0, 0.0, 0.0], [0.0, 0.0, 0.0], [0.0, 0.0, 0.0], [0.0, 0.0, 0.0], [0.0, 0.0, 0.0], [0.0, 0.0, 0.0]],
  "lowdin_charge": [0.693, -0.174, 0.323, -0.178, -0.168, -0.271, 0.612, -0.458, 0.618, -0.294, 0.311, -0.193, -0.182, -0.190, -0.274, -0.087, -0.088, -0.096, -0.085, -0.102, -0.278, -0.089, -0.091, -0.102, -0.088, -0.080, -0.288, -0.077, -0.089, -0.102, -0.088, -0.104, -0.254, -0.088, -0.095, -0.097, -0.085, -0.132, 0.031, -0.024, 0.024, 0.022, 0.022, 0.002, 0.028, 0.032, 0.007, -0.052, 0.033, 0.027, 0.013, 0.026, 0.023, 0.013, 0.024, 0.020, 0.104, 0.097, 0.095, 0.104, 0.068, 0.091, 0.098, 0.095, 0.098, 0.090, 0.092, 0.098, 0.095, 0.098, 0.108, 0.092, 0.095, 0.095, 0.106, 0.055, 0.647, -0.687, -0.292, -0.717, 0.635, -0.720, 0.643, -0.717, 0.642, -0.712, 0.641],
  "e_homo_ev": -4.561,
  "largest_force_ha_per_bohr": 0.0459,
  "de_lowest_kj_mol": 0.00,
  "charge": -1,
  "multiplicity": 1
}